40
Properties=species:S:1:pos:R:3:nbo_charge:R:1 method="wB97M-V/def2-TZVPD" e_homo_ev="-11.804 / -11.760" total_charge=+1 gap_ha="0.2256 / 0.2332" fmax_ev_per_a=6.4 multiplicity=2 de_lowest_kcal_mol=20.8
Re 0.00000 0.00000 0.00000 1.169
C 1.29080 0.53110 4.40190 -0.652
C 0.37580 -0.57670 3.94050 0.189
N -0.24720 -1.25790 4.95010 -0.353
C -1.07640 -2.25180 4.59220 0.054
C -1.33570 -2.62180 3.28660 -0.052
C -2.35260 -3.67690 3.00000 -0.085
O -1.74160 -4.95770 2.95540 -0.710
C -0.63800 -1.92200 2.28750 -0.177
C -0.81020 -2.37430 0.88670 0.242
N -1.12460 -1.57060 -0.08020 -0.515
C -1.36630 -2.14730 -1.34210 0.125
C -2.39040 -3.09950 -1.49010 -0.220
C -2.68270 -3.67110 -2.73130 -0.176
C -1.96290 -3.28460 -3.85700 -0.170
C -0.96340 -2.31890 -3.74080 -0.202
C -0.67420 -1.74640 -2.49300 -0.228
I 0.79000 -0.26120 -2.43270 0.568
C 0.23420 -0.84380 2.55620 0.287
O 0.83650 -0.19630 1.63240 -0.643
H 1.28490 0.60570 5.49480 0.253
H 0.96150 1.49540 4.00200 0.219
H 2.32130 0.33370 4.08930 0.237
H -1.55720 -2.75480 5.42470 0.213
H -2.87070 -3.48960 2.05340 0.156
H -3.12350 -3.69030 3.77940 0.198
H -2.41320 -5.57370 2.62280 0.477
H -0.69790 -3.46210 0.72630 0.247
H -2.97420 -3.38600 -0.62030 0.231
H -3.47660 -4.40740 -2.81450 0.243
H -2.18640 -3.72100 -4.82610 0.245
H -0.41940 -2.00880 -4.62870 0.239
Cl 2.97930 3.85020 -0.07220 0.112
C 1.88450 2.41970 -0.04540 -0.197
Cl 0.83870 2.56290 1.41680 0.091
Cl 0.83870 2.50800 -1.51200 0.065
C 2.65430 1.04940 -0.01970 0.694
O 3.92420 1.08920 -0.02040 -0.520
O 1.93270 0.00000 0.00000 -0.643
H -1.00410 1.40230 0.00000 -0.013